Computed, not measured: a 13-piece molecular cluster, C52H132N8O13 overall in a non-equilibrium geometry, with ωB97M-V with the def2-TZVPD basis set.

For the frontier orbital gap, the calculation gives 8.47 eV. As for the total charge: 0. The calculation puts the total energy at -94589.2345 eV. As for the LUMO energy: 0.4 eV. The HOMO energy comes out at -0.2971 Eh.

Last column: Löwdin charge in e.
Element x y z (Å)
1 C 0.029 5.561 0.877  -0.04
2 C -0.102 6.354 -0.386  -0.51
3 C 0.864 7.484 -0.432  -0.16
4 C 2.295 7.152 -0.747  -0.18
5 C 2.402 6.353 -2.038  -0.13
6 C 1.488 5.077 -1.995  -0.47
7 N 0.146 5.567 -1.624  -0.09
8 O -0.831 4.613 -1.884  -0.03
9 C 1.519 4.472 -3.421  -0.04
10 C 2.134 3.970 -1.121  -0.03
11 C -1.520 6.916 -0.450  -0.03
12 H -0.603 4.675 0.813  0.08
13 H -0.346 6.152 1.713  0.09
14 H 1.023 5.276 1.221  0.08
15 H 0.568 8.305 -1.085  0.12
16 H 0.873 7.979 0.540  0.13
17 H 2.808 6.604 0.043  0.11
18 H 2.883 8.069 -0.776  0.11
19 H 3.424 6.016 -2.212  0.11
20 H 2.143 6.867 -2.963  0.12
21 H 2.531 4.170 -3.694  0.09
22 H 0.935 3.552 -3.428  0.07
23 H 0.987 5.050 -4.176  0.09
24 H 3.014 3.425 -1.462  0.08
25 H 2.397 4.349 -0.133  0.06
26 H 1.359 3.227 -0.932  0.05
27 H -1.973 7.367 0.433  0.09
28 H -2.313 6.214 -0.704  0.06
29 H -1.691 7.673 -1.216  0.09
30 H -0.926 4.729 -2.833  0.06
31 C 3.197 -4.963 -1.981  0.00
32 C 3.819 -3.635 -2.555  -0.47
33 C 5.148 -3.358 -1.780  -0.17
34 C 6.312 -4.308 -2.138  -0.16
35 C 6.497 -4.157 -3.654  -0.15
36 C 5.251 -4.434 -4.551  -0.41
37 N 4.107 -3.575 -4.032  -0.12
38 O 2.977 -3.834 -4.742  -0.03
39 C 5.683 -4.046 -6.055  -0.02
40 C 5.038 -5.986 -4.474  -0.03
41 C 2.976 -2.419 -2.246  -0.05
42 H 2.526 -5.444 -2.692  0.08
43 H 2.686 -4.565 -1.104  0.08
44 H 3.910 -5.624 -1.488  0.07
45 H 5.510 -2.331 -1.840  0.12
46 H 4.886 -3.503 -0.732  0.09
47 H 6.027 -5.303 -1.796  0.09
48 H 6.937 -3.844 -1.376  0.11
49 H 7.439 -4.592 -3.989  0.12
50 H 6.646 -3.112 -3.925  0.11
51 H 6.376 -4.808 -6.412  0.07
52 H 4.867 -4.168 -6.768  0.07
53 H 6.075 -3.037 -6.183  0.07
54 H 3.992 -6.194 -4.252  0.06
55 H 5.217 -6.666 -5.307  0.08
56 H 5.566 -6.511 -3.678  0.07
57 H 3.393 -1.539 -2.734  0.09
58 H 2.963 -2.323 -1.160  0.08
59 H 2.010 -2.592 -2.720  0.07
60 H 2.863 -2.971 -5.145  0.12
61 C -3.854 -0.496 3.045  -0.02
62 C -4.388 0.287 4.326  -0.44
63 C -5.775 -0.184 4.657  -0.16
64 C -5.894 -1.531 5.343  -0.19
65 C -5.128 -1.424 6.650  -0.13
66 C -3.651 -1.000 6.381  -0.53
67 N -3.554 0.150 5.503  -0.11
68 O -2.243 0.680 5.372  0.01
69 C -3.185 -0.525 7.783  -0.03
70 C -2.874 -2.154 5.912  -0.04
71 C -4.551 1.866 3.964  -0.01
72 H -3.922 -0.090 2.035  0.06
73 H -4.188 -1.533 3.015  0.06
74 H -2.773 -0.635 3.074  0.06
75 H -6.212 0.581 5.298  0.12
76 H -6.303 -0.138 3.704  0.12
77 H -5.608 -2.367 4.704  0.11
78 H -6.908 -1.884 5.529  0.11
79 H -5.161 -2.457 6.995  0.12
80 H -5.794 -0.789 7.234  0.12
81 H -3.347 -1.345 8.483  0.09
82 H -2.130 -0.282 7.913  0.08
83 H -3.731 0.381 8.045  0.09
84 H -1.852 -1.805 6.060  0.09
85 H -2.970 -3.090 6.463  0.10
86 H -2.987 -2.373 4.850  0.08
87 H -5.093 2.120 3.053  0.07
88 H -3.650 2.432 3.728  0.05
89 H -5.055 2.352 4.800  0.07
90 H -2.168 1.195 6.178  0.09
91 C -4.738 -1.609 -5.675  -0.18
92 O -4.438 -1.631 -4.290  -0.14
93 H -3.792 -1.757 -6.196  0.07
94 H -5.245 -2.537 -5.940  0.06
95 H -5.269 -0.803 -6.181  0.07
96 H -5.183 -1.201 -3.862  0.01
97 C -0.847 -4.220 -5.240  -0.15
98 O -0.163 -3.444 -4.287  -0.14
99 H -0.570 -5.271 -5.160  0.08
100 H -1.927 -4.172 -5.104  0.08
101 H -0.607 -3.785 -6.210  0.08
102 H 0.778 -3.629 -4.232  0.03
103 C 4.270 0.990 0.507  -0.16
104 O 3.937 0.173 -0.594  -0.12
105 H 3.595 0.739 1.325  0.06
106 H 5.300 0.908 0.856  0.08
107 H 3.990 2.028 0.328  0.07
108 H 4.549 0.424 -1.290  0.08
109 C -2.497 -2.341 -0.270  -0.19
110 O -3.130 -2.888 0.821  -0.11
111 H -3.015 -2.755 -1.136  0.09
112 H -2.736 -1.281 -0.187  0.06
113 H -1.410 -2.385 -0.339  0.08
114 H -2.684 -2.459 1.556  0.04
115 C -0.272 3.419 3.977  -0.14
116 O 0.483 2.277 3.550  -0.15
117 H 0.178 3.908 4.841  0.08
118 H -0.327 4.184 3.203  0.04
119 H -1.273 3.042 4.189  0.05
120 H 0.226 2.051 2.653  -0.01
121 C 0.400 -0.507 1.431  -0.04
122 C 0.422 0.731 0.533  -0.42
123 C 0.163 0.524 -0.994  -0.15
124 O -1.192 0.175 -1.268  -0.22
125 C -1.428 -0.265 -2.554  -0.12
126 N -0.447 1.742 0.934  0.07
127 H 0.917 -0.374 2.381  0.07
128 H 0.916 -1.378 1.028  0.08
129 H -0.564 -0.928 1.717  0.06
130 H 1.482 0.968 0.624  0.11
131 H 0.759 -0.272 -1.443  0.12
132 H 0.434 1.489 -1.421  0.10
133 H -1.464 0.654 -3.139  0.08
134 H -2.419 -0.711 -2.636  0.07
135 H -0.780 -1.046 -2.950  0.09
136 H -0.424 2.385 0.156  0.07
137 H -1.390 1.385 0.866  0.09
138 C -2.466 3.383 -4.591  -0.05
139 C -3.566 3.420 -5.623  -0.42
140 C -2.991 3.480 -7.006  -0.21
141 O -2.321 4.760 -7.227  -0.19
142 C -1.597 4.916 -8.458  -0.11
143 N -4.413 2.165 -5.618  0.06
144 H -1.926 4.330 -4.606  0.08
145 H -1.812 2.556 -4.869  0.09
146 H -3.032 3.169 -3.685  0.07
147 H -4.249 4.247 -5.431  0.14
148 H -3.817 3.281 -7.688  0.11
149 H -2.326 2.648 -7.241  0.12
150 H -1.336 5.959 -8.641  0.08
151 H -2.004 4.604 -9.420  0.08
152 H -0.703 4.316 -8.288  0.08
153 H -5.385 2.350 -5.418  0.07
154 H -4.048 1.647 -4.831  0.05
155 C 2.498 -5.952 6.112  -0.08
156 C 3.014 -4.704 5.387  -0.41
157 C 1.759 -3.842 4.918  -0.18
158 O 1.271 -4.521 3.751  -0.20
159 C 0.058 -3.861 3.284  -0.07
160 N 3.831 -3.974 6.334  0.04
161 H 1.682 -5.758 6.808  0.07
162 H 3.248 -6.409 6.757  0.07
163 H 2.053 -6.632 5.385  0.08
164 H 3.546 -5.118 4.530  0.12
165 H 2.040 -2.819 4.669  0.09
166 H 0.931 -3.817 5.626  0.11
167 H -0.641 -3.647 4.092  0.07
168 H -0.495 -4.457 2.559  0.09
169 H 0.413 -2.910 2.887  0.06
170 H 4.512 -4.640 6.669  0.07
171 H 4.297 -3.138 6.012  0.04
172 C 5.672 -2.417 1.800  -0.10
173 C 5.375 -2.234 3.226  -0.39
174 C 6.470 -1.311 3.975  -0.18
175 O 6.285 -1.386 5.378  -0.23
176 C 6.961 -0.369 6.079  -0.09
177 N 4.012 -1.649 3.411  0.07
178 H 4.896 -3.086 1.427  0.07
179 H 6.601 -2.972 1.670  0.09
180 H 5.555 -1.570 1.125  0.07
181 H 5.449 -3.273 3.549  0.13
182 H 6.493 -0.306 3.554  0.12
183 H 7.439 -1.764 3.767  0.11
184 H 6.891 -0.613 7.139  0.09
185 H 6.356 0.454 5.698  0.09
186 H 8.001 -0.410 5.755  0.09
187 H 3.693 -1.512 4.359  0.05
188 H 3.816 -0.796 2.906  0.05
189 C -7.674 0.854 -0.853  -0.08
190 C -6.588 0.974 -1.907  -0.35
191 C -5.146 1.466 -1.322  -0.19
192 O -5.119 2.840 -1.238  -0.17
193 C -4.026 3.431 -0.619  -0.10
194 N -6.484 -0.450 -2.353  0.01
195 H -8.537 0.404 -1.344  0.07
196 H -7.977 1.852 -0.535  0.08
197 H -7.400 0.213 -0.016  0.09
198 H -6.767 1.495 -2.847  0.14
199 H -4.486 1.077 -2.098  0.10
200 H -4.832 0.912 -0.438  0.11
201 H -4.199 4.488 -0.417  0.09
202 H -3.175 3.514 -1.296  0.06
203 H -3.718 2.819 0.229  0.08
204 H -6.451 -1.137 -1.612  0.08
205 H -7.439 -0.439 -2.681  0.06

Computed, not measured: one molecule with the formula C22H26ClN3O5 in a non-equilibrium geometry, with ωB97M-V with the def2-TZVPD basis set.

For the frontier orbital gap, the calculation gives 8.33 eV. As for the total charge: 0. The calculation puts the total energy at -50465.8002 eV. As for the LUMO energy: 0.4 eV. The HOMO energy comes out at -0.2921 Eh. Its SMILES is Cc1oc(-c2cc3c(cc2Cl)OCO3)nc1CN1CCC[C@@H](C(=O)N2CCOCC2)C1.

Last column: Löwdin charge in e.
Element x y z (Å)
1 C -1.385 -0.131 -3.807  0.00
2 C -0.773 0.512 -2.619  -0.25
3 C -1.183 1.508 -1.771  -0.21
4 N -0.193 1.718 -0.852  0.15
5 C 0.759 0.881 -1.146  -0.32
6 C 2.020 0.672 -0.469  -0.16
7 C 2.360 1.332 0.715  -0.59
8 C 3.580 1.113 1.358  -0.01
9 C 4.443 0.215 0.781  -0.20
10 C 4.114 -0.459 -0.402  -0.19
11 C 2.922 -0.249 -1.037  0.08
12 H 2.670 -0.763 -1.948  0.13
13 O 5.142 -1.288 -0.749  0.04
14 C 6.130 -1.121 0.247  -0.15
15 O 5.678 -0.176 1.197  0.05
16 H 6.318 -2.084 0.746  0.14
17 H 7.063 -0.761 -0.215  0.14
18 H 3.826 1.632 2.268  0.12
19 Cl 1.280 2.443 1.444  0.77
20 O 0.464 0.116 -2.225  0.10
21 C -2.472 2.269 -1.789  -0.11
22 N -3.435 1.988 -0.739  -0.16
23 C -3.521 0.627 -0.273  -0.12
24 C -2.541 0.279 0.876  -0.21
25 C -2.857 -1.126 1.339  -0.42
26 O -3.943 -1.391 1.827  0.06
27 N -1.908 -2.094 1.205  -0.04
28 C -0.636 -2.032 0.523  -0.10
29 H 0.118 -2.508 1.162  0.14
30 C -0.742 -2.820 -0.789  -0.18
31 O -1.095 -4.159 -0.542  -0.13
32 C -2.321 -4.247 0.156  -0.18
33 H -3.134 -3.845 -0.467  0.13
34 C -2.274 -3.473 1.477  -0.11
35 H -1.526 -3.915 2.143  0.13
36 H -3.251 -3.477 1.960  0.12
37 H -2.492 -5.310 0.332  0.13
38 H -1.498 -2.343 -1.434  0.12
39 H 0.218 -2.843 -1.308  0.13
40 H -0.320 -1.011 0.329  0.10
41 H -1.520 0.384 0.522  0.10
42 C -2.738 1.278 2.020  -0.14
43 C -2.541 2.690 1.480  -0.17
44 C -3.540 2.938 0.349  -0.18
45 H -3.426 3.946 -0.054  0.12
46 H -4.558 2.847 0.748  0.12
47 H -2.690 3.425 2.272  0.11
48 H -1.525 2.795 1.093  0.07
49 H -2.020 1.069 2.817  0.12
50 H -3.744 1.162 2.427  0.12
51 H -3.357 -0.045 -1.120  0.13
52 H -4.537 0.462 0.103  0.13
53 H -2.959 2.052 -2.750  0.12
54 H -2.242 3.336 -1.761  0.13
55 H -2.466 -0.032 -3.772  0.08
56 H -1.116 -1.185 -3.836  0.08
57 H -1.022 0.336 -4.723  0.09

Computed, not measured: a 2-piece molecular cluster, C3H9NO2 overall in a non-equilibrium geometry, with ωB97M-V with the def2-TZVPD basis set.

The energy above the lowest of the compared OMol25 structures with the same formula, charge and spin is 1.621 eV. For the frontier orbital gap, the calculation gives 10.51 eV. As for the total charge: 0. The calculation puts the total energy at -8841.3340 eV. As for the LUMO energy: 0.8 eV. The HOMO energy comes out at -0.3578 Eh. Its SMILES is CN(C)C=O.O.

Last column: Löwdin charge in e.
Element x y z (Å)
1 C 1.350 -0.319 -0.380  -0.32
2 N 0.469 0.601 0.088  -0.19
3 C -0.675 1.103 -0.728  -0.02
4 C 0.355 0.553 1.559  -0.07
5 O 1.358 -0.728 -1.580  -0.03
6 H 2.068 -0.644 0.319  0.12
7 H -0.220 1.393 -1.660  0.09
8 H -1.567 0.389 -0.712  0.11
9 H -1.015 1.993 -0.317  0.05
10 H -0.155 1.484 1.865  0.08
11 H -0.396 -0.265 1.940  0.12
12 H 1.368 0.501 2.032  0.09
13 H -1.239 -2.318 -1.411  0.04
14 H -0.421 -1.652 -0.530  -0.01
15 O -1.280 -2.092 -0.483  -0.06

- Among the records above, which one has the lowest frontier orbital gap?
  C22H26ClN3O5

Copy entry 3 word for word.
Computed, not measured: a 2-piece molecular cluster, C3H9NO2 overall in a non-equilibrium geometry, with ωB97M-V with the def2-TZVPD basis set.

The energy above the lowest of the compared OMol25 structures with the same formula, charge and spin is 1.621 eV. For the frontier orbital gap, the calculation gives 10.51 eV. As for the total charge: 0. The calculation puts the total energy at -8841.3340 eV. As for the LUMO energy: 0.8 eV. The HOMO energy comes out at -0.3578 Eh. Its SMILES is CN(C)C=O.O.

Last column: Löwdin charge in e.
Element x y z (Å)
1 C 1.350 -0.319 -0.380  -0.32
2 N 0.469 0.601 0.088  -0.19
3 C -0.675 1.103 -0.728  -0.02
4 C 0.355 0.553 1.559  -0.07
5 O 1.358 -0.728 -1.580  -0.03
6 H 2.068 -0.644 0.319  0.12
7 H -0.220 1.393 -1.660  0.09
8 H -1.567 0.389 -0.712  0.11
9 H -1.015 1.993 -0.317  0.05
10 H -0.155 1.484 1.865  0.08
11 H -0.396 -0.265 1.940  0.12
12 H 1.368 0.501 2.032  0.09
13 H -1.239 -2.318 -1.411  0.04
14 H -0.421 -1.652 -0.530  -0.01
15 O -1.280 -2.092 -0.483  -0.06

- Among the records above, which one has the highest LUMO energy?
  C3H9NO2